No. 1
Density functional theory data (the ωB97M-V functional and the def2-TZVPD basis) for HNO3P2 as an isolated structure.

Results
* energy relative to the best compared isomer or geometry (same formula, charge and spin): 72.0 kJ/mol
* HOMO level: -9.470 eV
* lowest unoccupied orbital energy: -1.648 eV

ORCA input file:
```
! RIJCOSX wB97M-V def2-TZVPD def2/J DEFGRID3
* xyz 0 1
N 0.0006 -1.1276 -0.1100
O 0.5904 -2.1535 -0.0498
O -1.0112 -0.9174 0.5568
O -1.7495 1.6045 -0.4088
P -0.7297 1.3802 0.6212
P 0.9474 0.6765 -0.7745
H 1.9521 0.5373 0.1651
*
```

No. 2
Density functional theory data (the ωB97M-V functional and the def2-TZVPD basis) for a 8-piece molecular cluster, C49H40BrCl2FNO18P2 overall.

Results
* HOMO level: -11.627 eV
* lowest unoccupied orbital energy: -5.119 eV

ORCA input file:
```
! RIJCOSX wB97M-V def2-TZVPD def2/J DEFGRID3
* xyz 1 1
C -2.8174 2.7663 0.0249
C -1.8314 4.1109 0.0269
C -1.5647 4.6495 1.5518
F -2.4172 3.8099 2.4250
C -2.0220 6.2156 1.8324
Cl -3.7145 6.7823 1.3468
C -1.4457 6.4701 3.3416
Br -0.6783 8.2991 3.5999
P -2.5377 6.2060 4.8773
O -1.6980 4.9967 5.8607
Cl -4.4164 5.3253 4.4427
C -0.0777 5.5241 3.1619
N -0.1800 4.5437 2.1661
C 0.9710 3.5922 1.9212
P 1.1494 2.5548 3.5605
O -0.2640 2.4844 4.3267
O 1.6142 0.8830 3.1853
O 2.2822 3.3118 4.6978
H -3.8778 2.9757 0.4952
H -2.2279 1.9414 0.6522
H -3.0030 2.3514 -1.0548
H -0.8396 3.9189 -0.5643
H -2.4172 4.9771 -0.5351
H -1.3325 6.9485 1.1888
H -2.1931 4.1178 5.7688
H 0.9107 5.6056 3.8079
H 2.0238 4.1295 1.7917
H 0.7898 2.7982 1.0801
H 0.7332 0.4467 2.9189
H 1.6738 3.8178 5.3366
C 5.4227 0.2318 1.2028
C 4.1635 0.6571 1.3431
C 3.4430 1.2995 0.2262
O 2.2911 1.6909 0.3543
C 4.1671 1.4522 -1.0514
C 5.4263 1.0268 -1.1916
C 6.1468 0.3844 -0.0748
O 7.2987 -0.0070 -0.2028
H 5.9658 -0.2408 2.0121
H 3.6185 0.5517 2.2735
H 3.6240 1.9247 -1.8607
H 5.9713 1.1322 -2.1221
C 2.3486 -4.1152 2.5450
C 2.8645 -2.9886 3.0460
C 4.2739 -2.9178 3.4793
O 4.7464 -1.8877 3.9398
C 5.0911 -4.1391 3.3361
C 4.5753 -5.2657 2.8351
C 3.1658 -5.3364 2.4018
O 2.6934 -6.3666 1.9413
H 1.3167 -4.1842 2.2232
H 2.2783 -2.0842 3.1567
H 6.1231 -4.0700 3.6580
H 5.1615 -6.1701 2.7244
C 2.7267 8.1622 1.9899
C 3.2426 9.2888 2.4909
C 4.6520 9.3596 2.9242
O 5.1245 10.3897 3.3847
C 5.4692 8.1383 2.7810
C 4.9533 7.0117 2.2800
C 3.5439 6.9410 1.8467
O 3.0715 5.9108 1.3862
H 1.6948 8.0932 1.6680
H 2.6564 10.1932 2.6016
H 6.5011 8.2074 3.1029
H 5.5395 6.1073 2.1693
C 2.4923 -4.4480 -2.9272
C 2.6213 -4.1273 -1.6361
C 1.8303 -3.0351 -1.0354
O 1.9491 -2.7396 0.1457
C 0.8907 -2.3127 -1.9158
C 0.7617 -2.6334 -3.2068
C 1.5527 -3.7255 -3.8076
O 1.4339 -4.0211 -4.9887
H 3.0653 -5.2458 -3.3837
H 3.3055 -4.6481 -0.9772
H 0.3177 -1.5149 -1.4592
H 0.0775 -2.1125 -3.8658
C -1.2207 -6.9594 -6.2728
C -1.4140 -5.8387 -5.5706
C -2.5805 -5.6849 -4.6790
O -2.7593 -4.6588 -4.0374
C -3.5236 -6.8175 -4.5922
C -3.3303 -7.9382 -5.2944
C -2.1638 -8.0920 -6.1860
O -1.9851 -9.1181 -6.8275
H -0.3708 -7.0882 -6.9318
H -0.7310 -4.9993 -5.6228
H -4.3735 -6.6887 -3.9331
H -4.0134 -8.7776 -5.2422
C -7.2868 -1.3597 -4.3727
C -6.7709 -0.2331 -3.8717
C -5.3615 -0.1624 -3.4384
O -4.8890 0.8678 -2.9779
C -4.5443 -1.3836 -3.5816
C -5.0601 -2.5102 -4.0826
C -6.4695 -2.5810 -4.5159
O -6.9420 -3.6111 -4.9764
H -8.3187 -1.4288 -4.6946
H -7.3571 0.6713 -3.7610
H -3.5123 -1.3146 -3.2597
H -4.4739 -3.4146 -4.1933
C -3.0452 -5.0984 0.3839
C -2.3810 -4.1976 -0.3466
C -2.8534 -2.8035 -0.4586
O -2.2472 -1.9788 -1.1286
C -4.0866 -2.4432 0.2689
C -4.7508 -3.3441 0.9995
C -4.2784 -4.7382 1.1114
O -4.8846 -5.5628 1.7815
H -2.7128 -6.1252 0.4760
H -1.4745 -4.4460 -0.8855
H -4.4190 -1.4165 0.1769
H -5.6573 -3.0956 1.5384
*
```

No. 3
Density functional theory data (the ωB97M-V functional and the def2-TZVPD basis) for C43H40BBrMnN6O3SSe as an isolated structure.

Results
* HOMO level (spin up / spin down): -8.200 / -8.207 eV
* expectation value of S²: 3.807
* lowest unoccupied orbital energy (spin up / spin down): -0.367 / -1.622 eV

ORCA input file:
```
! RIJCOSX wB97M-V def2-TZVPD def2/J DEFGRID3
* xyz 0 4
Mn -0.1031 0.1238 0.3153
C 2.2338 1.4975 4.8841
C 1.1359 0.8982 4.0691
C 0.0638 0.1440 4.4899
C -0.6597 -0.2024 3.3444
N -0.0576 0.3645 2.2812
N 1.0454 1.0247 2.7402
B 2.0616 1.6585 1.7743
N 1.3012 2.6003 0.8149
N 0.4054 2.0700 -0.0464
C -0.0003 3.0445 -0.8517
C 0.6063 4.2455 -0.4709
C 1.4398 3.9168 0.5854
C 2.3677 4.7857 1.3693
C -0.8833 2.8008 -2.0033
C -1.9866 3.6117 -2.2429
C -2.8026 3.3717 -3.3394
C -2.5126 2.3309 -4.2122
C -1.3919 1.5390 -3.9957
C -0.5824 1.7756 -2.8965
N 2.7212 0.5656 0.8960
N 1.9747 -0.0396 -0.0527
C 2.7679 -0.8836 -0.7072
C 4.0546 -0.8285 -0.1599
C 3.9781 0.0956 0.8655
C 5.0385 0.5468 1.8123
C 2.2846 -1.6810 -1.8498
C 0.9705 -1.6042 -2.3051
C 0.5256 -2.3841 -3.3597
C 1.3991 -3.2586 -3.9915
C 2.7168 -3.3347 -3.5608
C 3.1529 -2.5540 -2.5012
C -1.8574 -1.0830 3.3605
C -2.7160 -1.2723 2.2827
C -3.7914 -2.1437 2.3639
C -4.0331 -2.8514 3.5305
C -3.1863 -2.6743 4.6159
C -2.1154 -1.8021 4.5304
H 2.0454 1.3015 5.9378
H 2.3026 2.5752 4.7372
H 3.1996 1.0635 4.6233
H -0.1651 -0.1108 5.5082
H 2.8914 2.2678 2.3833
H 0.4912 5.2094 -0.9384
H 2.2769 5.8134 1.0241
H 3.4046 4.4705 1.2465
H 2.1364 4.7558 2.4346
H -2.2220 4.4120 -1.5516
H -3.6726 3.9940 -3.5068
H -3.1545 2.1427 -5.0636
H -1.1458 0.7401 -4.6845
H 0.3144 1.1878 -2.7416
H 4.9307 -1.3801 -0.4551
H 5.9851 0.0818 1.5450
H 4.7942 0.2568 2.8353
H 5.1646 1.6292 1.7896
H 0.2621 -0.9330 -1.8364
H -0.5067 -2.3126 -3.6800
H 1.0557 -3.8725 -4.8140
H 3.4094 -4.0075 -4.0501
H 4.1811 -2.6313 -2.1721
H -2.5467 -0.7491 1.3588
H -4.4370 -2.2717 1.5026
H -4.8657 -3.5408 3.5912
H -3.3492 -3.2291 5.5311
H -1.4562 -1.7140 5.3810
Br -6.0629 2.8428 -0.8611
C -4.4092 2.0160 -0.4363
C -3.6770 2.4714 0.6508
C -2.4449 1.8943 0.9216
C -1.9426 0.8645 0.1341
C -2.7146 0.4073 -0.9278
C -3.9462 0.9844 -1.2294
H -4.0602 3.2716 1.2703
H -1.8711 2.2628 1.7654
H -2.3696 -0.4143 -1.5453
H -4.5288 0.6429 -2.0756
C 1.1897 -3.9399 0.1984
S 0.5176 -2.7822 1.3550
O 1.6252 -2.1228 2.0059
O -0.4110 -3.5011 2.1816
O -0.2503 -1.7930 0.4602
H 1.2973 -4.8750 0.7436
H 2.1548 -3.5732 -0.1408
H 0.5036 -4.0673 -0.6363
Se -2.3025 -3.2970 -1.1976
C -4.1141 -3.7886 -1.1602
C -5.1070 -2.8386 -1.4277
C -6.4443 -3.1995 -1.4035
C -6.8043 -4.5105 -1.1129
C -5.8260 -5.4590 -0.8356
C -4.4872 -5.1023 -0.8528
H -4.8180 -1.8192 -1.6454
H -7.2052 -2.4583 -1.6126
H -7.8492 -4.7935 -1.0985
H -6.1094 -6.4780 -0.6046
H -3.7205 -5.8312 -0.6261
*
```

No. 4
Density functional theory data (the ωB97M-V functional and the def2-TZVPD basis) for an isolated ion of composition C3H3F2OS and charge -1.

Results
* energy relative to the best compared isomer or geometry (same formula, charge and spin): 0.0 kJ/mol
* HOMO level: -3.479 eV
* lowest unoccupied orbital energy: 3.814 eV

ORCA input file:
```
! RIJCOSX wB97M-V def2-TZVPD def2/J DEFGRID3
* xyz -1 1
C -0.0565 0.9270 -0.7097
C -0.3353 0.0936 0.4425
F 0.0106 0.7727 1.5983
F -1.6607 -0.1785 0.5431
C 0.4781 -1.4254 0.5545
O 0.6818 -1.9673 1.6173
S 0.9802 -1.8604 -0.9717
H 0.0991 1.9747 -0.2477
H 0.7580 0.5526 -1.4895
H -0.9553 1.1111 -1.3371
*
```